Entry from OMol25: a structure of composition C22H20ClN4O5SbSe4TeW at a distorted geometry (ωB97M-V with the def2-TZVPD basis set).

Structure (XYZ):
```
59
C22H20ClN4O5SbSe4TeW | OMol25 | ωB97M-V with the def2-TZVPD basis set
W -0.7408 0.0455 0.4370
C 2.3376 3.2781 0.8791
O 3.5598 2.5486 0.8833
C 3.5740 1.1977 0.9855
C 4.8365 0.6660 1.1604
C 5.0774 -0.7090 1.2341
C 4.0064 -1.5605 1.1570
C 2.7126 -1.0439 0.9972
C 1.6162 -1.9479 0.9048
N 0.4170 -1.5184 0.8796
N -0.6052 -2.4379 0.7807
C -1.7414 -2.2052 0.1268
O -2.3638 -1.0403 -0.0202
C -2.6275 -3.4056 0.2534
C -2.0882 -4.6862 0.2491
C -2.9026 -5.7823 0.4763
C -4.2615 -5.6068 0.7154
C -4.8012 -4.3300 0.7037
C -3.9869 -3.2296 0.4673
C 2.4362 0.3347 0.8607
O 1.2585 0.8075 0.5707
H 2.6308 4.3254 0.9203
H 1.7227 3.0200 1.7413
H 1.7722 3.0939 -0.0330
H 5.6535 1.3745 1.2259
H 6.0872 -1.0810 1.3493
H 4.1348 -2.6354 1.2173
H 1.7528 -3.0244 0.8826
H -1.0289 -4.7975 0.0666
H -2.4763 -6.7784 0.4804
H -4.8946 -6.4644 0.9107
H -5.8584 -4.1852 0.8913
H -4.3908 -2.2261 0.4648
Se 0.6467 6.5595 -0.8820
Sb -0.9191 5.0237 0.0426
Se -1.2520 0.2503 2.8080
Se -0.9632 2.5483 1.0968
Se -3.1395 5.8000 0.0167
N 2.8440 0.1594 -2.1425
C 2.9520 1.4903 -2.3840
C 4.2025 2.1407 -2.3874
C 4.2347 3.5045 -2.5664
C 3.0470 4.2053 -2.7600
C 1.8742 3.4681 -2.7719
N 1.8091 2.1555 -2.5863
H 3.6652 -0.4133 -2.2009
H 1.9438 -0.2817 -2.3091
H 5.1099 1.5683 -2.2344
H 5.1852 4.0270 -2.5534
H 3.0188 5.2832 -2.8276
H 0.9217 3.9630 -2.9411
Cl 0.5299 -1.7519 -3.9883
C -1.7416 -0.1569 -2.8415
C -0.7563 -1.1854 -2.2568
O -1.2578 -2.3004 -1.9170
O 0.1405 -0.6123 -1.4432
H -2.7500 -0.5397 -2.7169
H -1.5275 0.0697 -3.8817
Te -1.6109 1.7373 -1.7298
```

ΔE to the lowest compared entry with this formula, charge and spin = 110.9 kJ/mol
net charge = -2
LUMO level = 2.776 eV
strongest force on any atom = 4.80 eV/A

Charges in e, computed with natural (NBO), in the same order as the atoms:
1. W 1.17
2. C -0.25
3. O -0.51
4. C 0.27
5. C -0.25
6. C -0.26
7. C -0.22
8. C -0.14
9. C 0.16
10. N -0.33
11. N -0.46
12. C 0.59
13. O -0.70
14. C 0.03
15. C -0.18
16. C -0.22
17. C -0.23
18. C -0.23
19. C -0.20
20. C 0.35
21. O -0.70
22. H 0.19
23. H 0.19
24. H 0.20
25. H 0.21
26. H 0.20
27. H 0.20
28. H 0.21
29. H 0.24
30. H 0.20
31. H 0.19
32. H 0.20
33. H 0.23
34. Se -0.67
35. Sb 0.92
36. Se -0.25
37. Se -0.15
38. Se -0.64
39. N -0.80
40. C 0.39
41. C -0.32
42. C -0.16
43. C -0.34
44. C 0.06
45. N -0.48
46. H 0.37
47. H 0.46
48. H 0.20
49. H 0.19
50. H 0.22
51. H 0.19
52. Cl -0.62
53. C -0.71
54. C 0.79
55. O -0.74
56. O -0.85
57. H 0.23
58. H 0.24
59. Te 0.29



Entry from OMol25: a structure of composition C22H20ClN4PdSTe at a distorted geometry (ωB97M-V with the def2-TZVPD basis set).

Structure (XYZ):
```
50
C22H20ClN4PdSTe | OMol25 | ωB97M-V with the def2-TZVPD basis set
Pd -0.9633 -0.6301 -0.5390
C -2.9944 2.8422 1.0406
C -2.5979 1.5333 0.7690
N -1.5071 1.2343 0.0838
C -0.7619 2.2491 -0.4376
C -1.0931 3.5926 -0.2021
C -2.2325 3.8729 0.5658
C -0.2846 4.6392 -0.7542
C 0.7886 4.3484 -1.5115
C 1.1375 2.9871 -1.7919
C 2.2463 2.6536 -2.5863
C 2.5263 1.3379 -2.8178
C 1.6848 0.3575 -2.2778
N 0.6316 0.6327 -1.5366
C 0.3641 1.9378 -1.2764
H -3.8945 3.0161 1.6121
H -3.1993 0.7104 1.1156
H -2.5081 4.9029 0.7541
H -0.5630 5.6654 -0.5531
H 1.4001 5.1355 -1.9331
H 2.8627 3.4400 -3.0032
H 3.3717 1.0393 -3.4212
H 1.8897 -0.6835 -2.4706
Te -3.4224 -1.0554 -1.8642
S -0.8646 -1.7833 -3.6291
C -0.0516 -2.4719 -2.3383
N 1.2075 -2.9622 -2.6164
C 2.2008 -3.8011 -1.8891
C 2.9146 -3.4796 -0.6846
N -0.6463 -2.5589 -1.0875
H 1.3829 -2.8780 -3.6079
H 3.1971 -3.7091 -2.4113
H 1.9801 -4.8816 -1.9704
H 0.0167 -3.0854 0.1292
H 0.3361 -5.4871 2.1123
H -1.6209 -2.7258 -1.3435
Cl 1.0113 -2.7989 0.9688
C 0.4883 -1.8845 2.4373
C 1.4157 -1.6232 3.4427
C 1.0414 -0.7687 4.4587
C -0.2277 -0.1823 4.4415
C -1.1129 -0.4351 3.4075
C -0.7793 -1.2874 2.3460
C -1.6939 -1.4388 1.1556
H 2.3951 -2.0851 3.4280
H 1.7329 -0.5579 5.2620
H -0.5205 0.4810 5.2447
H -2.0898 0.0309 3.4096
H -1.9984 -2.4668 0.9161
H -2.5957 -0.9184 1.4537
```

ΔE to the lowest compared entry with this formula, charge and spin = 1107.7 kJ/mol
net charge = +1
LUMO level (alpha / beta) = -3.494 / -3.898 eV
strongest force on any atom = 4.68 eV/A
multiplicity = 5

Charges in e, computed with natural (NBO), in the same order as the atoms:
1. Pd 0.73
2. C -0.24
3. C 0.09
4. N -0.44
5. C 0.24
6. C -0.09
7. C -0.09
8. C -0.18
9. C -0.18
10. C 0.00
11. C -0.13
12. C -0.24
13. C 0.09
14. N -0.48
15. C 0.12
16. H 0.24
17. H 0.22
18. H 0.23
19. H 0.23
20. H 0.23
21. H 0.23
22. H 0.24
23. H 0.21
24. Te -0.16
25. S -0.13
26. C 0.28
27. N -0.63
28. C -0.55
29. C 0.14
30. N -0.96
31. H 0.43
32. H 0.32
33. H 0.25
34. H 0.34
35. H 0.00
36. H 0.43
37. Cl 0.23
38. C 0.10
39. C -0.25
40. C -0.20
41. C -0.17
42. C -0.19
43. C -0.11
44. C -0.58
45. H 0.25
46. H 0.24
47. H 0.23
48. H 0.22
49. H 0.22
50. H 0.20



Entry from OMol25: a structure of composition C22H20ClO10P2S3Sn (ωB97M-V with the def2-TZVPD basis set).

Structure (XYZ):
```
59
C22H20ClO10P2S3Sn | OMol25 | ωB97M-V with the def2-TZVPD basis set
Sn 0.5630 1.3126 1.5106
C 1.5471 3.5286 -3.1613
C 2.3068 3.4889 -1.8497
O 3.4887 4.3156 -1.9664
P 2.9568 1.8439 -1.4489
O 4.1760 1.6898 -2.4766
O 1.9597 0.7623 -1.9890
O 3.3239 1.7011 -0.0194
P 1.2275 4.0155 -0.4528
O 2.3366 4.2513 0.7077
O 0.5721 5.2946 -0.7645
O 0.4299 2.7593 -0.1326
H 2.1694 3.1670 -3.9816
H 1.2510 4.5595 -3.3521
H 0.6549 2.9089 -3.0969
H 3.5341 4.8594 -1.1647
H 4.6056 2.5498 -2.5353
H 1.4959 0.2718 -1.2609
H 2.7924 3.4043 0.8577
Cl -7.1249 0.4036 2.2340
C -5.4368 0.7366 1.9379
C -5.0705 1.5520 0.8649
C -3.7454 1.8126 0.6229
C -2.7118 1.2753 1.4324
O -1.4943 1.5483 1.1073
C -3.1124 0.4524 2.5123
C -2.1729 -0.2037 3.4037
O -0.9617 -0.1610 3.3478
C -4.4710 0.2005 2.7470
H -5.8360 1.9740 0.2272
H -3.4450 2.4402 -0.2037
H -2.6553 -0.7996 4.2057
H -4.7489 -0.4400 3.5756
O 0.7252 -0.2989 0.1762
C 0.5309 -1.6839 0.0763
C 1.3681 -2.4226 1.1163
C 2.0345 -3.6059 0.9900
C 2.6486 -4.0277 2.1999
C 2.4355 -3.1496 3.2159
S 1.4864 -1.8175 2.7186
C 0.9352 -2.2117 -1.2903
C 2.1694 -2.1481 -1.8660
C 2.2073 -2.7220 -3.1610
C 0.9987 -3.2239 -3.5388
S -0.1876 -2.9911 -2.3332
C -0.9427 -1.9985 0.3103
C -1.9936 -1.1958 -0.0047
C -3.2504 -1.7825 0.3009
C -3.1225 -3.0261 0.8374
S -1.4797 -3.4875 0.9859
H 2.0834 -4.1509 0.0606
H 3.2313 -4.9301 2.3018
H 2.8011 -3.2085 4.2260
H 3.0293 -1.7195 -1.3728
H 3.0914 -2.7579 -3.7774
H 0.7480 -3.7115 -4.4639
H -1.8480 -0.2244 -0.4473
H -4.1985 -1.2925 0.1373
H -3.9061 -3.6867 1.1639
```

net charge = -1
LUMO level = 2.301 eV
strongest force on any atom = 0.90 eV/A

Charges in e, computed with natural (NBO), in the same order as the atoms:
1. Sn 1.51
2. C -0.63
3. C -0.52
4. O -0.76
5. P 2.38
6. O -0.99
7. O -1.03
8. O -1.15
9. P 2.39
10. O -1.03
11. O -1.11
12. O -1.22
13. H 0.21
14. H 0.23
15. H 0.24
16. H 0.50
17. H 0.51
18. H 0.55
19. H 0.52
20. Cl -0.04
21. C -0.12
22. C -0.18
23. C -0.30
24. C 0.52
25. O -0.86
26. C -0.30
27. C 0.44
28. O -0.58
29. C -0.16
30. H 0.22
31. H 0.23
32. H 0.11
33. H 0.22
34. O -0.99
35. C 0.18
36. C -0.21
37. C -0.27
38. C -0.27
39. C -0.43
40. S 0.51
41. C -0.22
42. C -0.24
43. C -0.25
44. C -0.44
45. S 0.48
46. C -0.22
47. C -0.26
48. C -0.24
49. C -0.44
50. S 0.45
51. H 0.23
52. H 0.21
53. H 0.23
54. H 0.24
55. H 0.22
56. H 0.23
57. H 0.25
58. H 0.23
59. H 0.23



Entry from OMol25: a structure of composition C22H20F10HfN5O2 (ωB97M-V with the def2-TZVPD basis set).

Structure (XYZ):
```
60
C22H20F10HfN5O2 | OMol25 | ωB97M-V with the def2-TZVPD basis set
Hf -0.2143 0.2442 -0.0391
C 1.3566 2.2748 1.9402
N 0.6321 2.2710 0.6519
C -0.5299 3.1858 0.7657
C -1.4141 3.1010 -0.4651
N -1.4414 1.7189 -0.9560
C -2.3374 1.4493 -1.9760
C -2.4126 0.1308 -2.4052
F -1.5532 -0.7188 -1.7410
C -3.2292 -0.3715 -3.3873
F -3.2030 -1.6614 -3.6961
C -4.0738 0.5104 -4.0395
F -4.8922 0.0882 -4.9936
C -4.0386 1.8456 -3.6739
F -4.8326 2.7092 -4.2924
C -3.1913 2.3098 -2.6779
F -3.2330 3.6257 -2.4220
C 1.5314 2.7171 -0.4459
C 2.4602 1.6066 -0.8703
N 1.6709 0.3892 -1.0780
C 2.3769 -0.7289 -1.4791
C 3.6975 -0.8327 -1.9432
F 4.4771 0.2473 -2.0960
C 4.2643 -2.0537 -2.2796
F 5.5195 -2.0830 -2.7078
C 3.5546 -3.2386 -2.1794
F 4.1148 -4.3989 -2.4990
C 2.2464 -3.1833 -1.7322
F 1.5176 -4.2870 -1.6008
C 1.7228 -1.9553 -1.4060
F 0.4271 -1.8826 -0.9509
H 1.6292 3.2987 2.2092
H 2.2600 1.6764 1.8696
H 0.7158 1.8600 2.7153
H -0.1761 4.2119 0.9046
H -1.0837 2.8889 1.6541
H -1.0555 3.7802 -1.2425
H -2.4115 3.4428 -0.1859
H 2.0924 3.6013 -0.1299
H 0.9106 2.9948 -1.2961
H 3.2378 1.4373 -0.1168
H 2.9633 1.9351 -1.7794
N -0.7935 -2.1074 4.1213
C -2.1176 -2.4194 3.5678
C -2.7057 -1.2035 2.8553
C -1.7574 -0.6716 1.8296
O -1.3887 -1.3901 0.8475
O -1.3056 0.5178 1.8775
H -0.4670 -2.9021 4.6599
H -0.8671 -1.3397 4.7819
H -2.8323 -2.7477 4.3274
H -2.0033 -3.2270 2.8448
H -2.9614 -0.4042 3.5494
H -3.6119 -1.5198 2.3346
C 2.3246 -2.8594 2.6093
C 1.7436 -1.6729 2.0232
N 1.2927 -0.7254 1.5648
H 1.7562 -3.7355 2.2986
H 2.2799 -2.7780 3.6937
H 3.3589 -2.9702 2.2868
```

ΔE to the lowest compared entry with this formula, charge and spin = 0.0 kJ/mol
net charge = +1
LUMO level = -2.243 eV
strongest force on any atom = 0.54 eV/A

Charges in e, computed with natural (NBO), in the same order as the atoms:
1. Hf 2.45
2. C -0.42
3. N -0.53
4. C -0.23
5. C -0.23
6. N -0.84
7. C 0.07
8. C 0.30
9. F -0.31
10. C 0.29
11. F -0.27
12. C 0.26
13. F -0.27
14. C 0.30
15. F -0.27
16. C 0.29
17. F -0.30
18. C -0.24
19. C -0.23
20. N -0.84
21. C 0.13
22. C 0.28
23. F -0.30
24. C 0.30
25. F -0.27
26. C 0.24
27. F -0.27
28. C 0.34
29. F -0.28
30. C 0.23
31. F -0.30
32. H 0.21
33. H 0.22
34. H 0.24
35. H 0.21
36. H 0.24
37. H 0.20
38. H 0.22
39. H 0.22
40. H 0.23
41. H 0.19
42. H 0.23
43. N -0.86
44. C -0.20
45. C -0.52
46. C 0.84
47. O -0.75
48. O -0.75
49. H 0.37
50. H 0.36
51. H 0.19
52. H 0.20
53. H 0.23
54. H 0.26
55. C -0.74
56. C 0.53
57. N -0.49
58. H 0.28
59. H 0.28
60. H 0.28



Entry from OMol25: a structure of composition C22H20LaN4O3S (ωB97M-V with the def2-TZVPD basis set).

Structure (XYZ):
```
51
C22H20LaN4O3S | OMol25 | ωB97M-V with the def2-TZVPD basis set
La 0.1628 -0.3932 0.0122
O 4.3846 -1.3591 -0.6972
C 3.3217 -1.0250 -0.2101
N 2.1177 -1.6475 -0.2288
C 1.9671 -3.0688 -0.3422
C 2.9635 -3.9199 -0.8002
C 2.7684 -5.2957 -0.7425
C 1.5917 -5.8136 -0.2350
C 0.5772 -4.9715 0.2058
C 0.7385 -3.5961 0.1303
N -0.2811 -2.6546 0.4903
C -1.2785 -2.9735 1.3513
O -1.4170 -3.9739 2.0327
C -2.4029 -1.9212 1.4771
C -3.4873 -2.2165 2.2924
C -4.5313 -1.3129 2.3538
C -4.4694 -0.1360 1.6167
C -3.3465 0.0959 0.8498
N -2.3360 -0.7818 0.7799
C 3.3570 0.2295 0.6982
C 4.5909 0.6687 1.1522
C 4.6334 1.6106 2.1676
C 3.4486 2.1088 2.6944
C 2.2601 1.6802 2.1367
N 2.2139 0.7681 1.1588
H 3.8805 -3.4979 -1.1786
H 3.5516 -5.9550 -1.0921
H 1.4506 -6.8850 -0.1809
H -0.3361 -5.3846 0.6018
H -3.4833 -3.1488 2.8371
H -5.3982 -1.5202 2.9676
H -5.2725 0.5866 1.6347
H -3.2454 1.0003 0.2601
H 5.4809 0.2221 0.7337
H 5.5866 1.9348 2.5641
H 3.4432 2.8157 3.5114
H 1.3100 2.0606 2.4975
O -0.0021 1.4789 -1.6303
S 0.7777 2.7381 -2.0205
C -0.2306 3.6562 -3.1951
C -0.0222 5.1150 -2.8097
C -0.1879 5.1779 -1.2898
C 0.5373 3.9619 -0.6956
H -1.2631 3.3346 -3.0444
H 0.0914 3.3889 -4.1990
H -0.7423 5.7456 -3.3290
H 0.9708 5.4560 -3.1100
H -1.2461 5.1387 -1.0307
H 0.2131 6.1016 -0.8776
H -0.0309 3.4526 0.0837
H 1.5235 4.1966 -0.2978
```

ΔE to the lowest compared entry with this formula, charge and spin = 0.0 kJ/mol
net charge = +1
LUMO level = -3.210 eV
strongest force on any atom = 1.00 eV/A

Charges in e, computed with Löwdin, in the same order as the atoms:
1. La 2.13
2. O 0.07
3. C -0.48
4. N -0.13
5. C -0.22
6. C -0.02
7. C -0.08
8. C -0.08
9. C -0.02
10. C -0.22
11. N -0.13
12. C -0.49
13. O 0.06
14. C -0.19
15. C 0.02
16. C -0.02
17. C -0.04
18. C -0.14
19. N -0.06
20. C -0.18
21. C 0.02
22. C -0.02
23. C -0.04
24. C -0.14
25. N -0.05
26. H 0.10
27. H 0.11
28. H 0.11
29. H 0.11
30. H 0.13
31. H 0.12
32. H 0.11
33. H 0.11
34. H 0.13
35. H 0.12
36. H 0.11
37. H 0.11
38. O -0.76
39. S 1.00
40. C -0.31
41. C -0.22
42. C -0.21
43. C -0.30
44. H 0.11
45. H 0.10
46. H 0.13
47. H 0.12
48. H 0.12
49. H 0.12
50. H 0.09
51. H 0.09